No. 1
{"formula": "C24H45BBr3Cl7FN2O2", "method": "the ωB97M-V functional and the def2-TZVPD basis", "symbols": ["C", "C", "C", "Br", "C", "C", "Br", "C", "C", "Br", "C", "C", "C", "C", "F", "N", "C", "C", "N", "C", "Cl", "C", "C", "C", "B", "O", "O", "C", "H", "H", "H", "H", "H", "H", "H", "H", "H", "H", "H", "H", "H", "H", "H", "H", "H", "H", "H", "H", "H", "H", "H", "H", "H", "H", "H", "H", "H", "H", "H", "H", "H", "Cl", "C", "C", "Cl", "H", "H", "H", "H", "Cl", "C", "C", "Cl", "H", "H", "H", "H", "Cl", "C", "C", "Cl", "H", "H", "H", "H"], "coordinates": [[4.762, 1.478, 1.030], [3.910, 1.024, -0.244], [2.558, 1.798, -0.422], [2.244, 1.908, -2.400], [1.281, 1.293, 0.364], [0.298, 2.494, 0.140], [-1.257, 2.492, -1.078], [0.457, 3.720, 0.760], [1.602, 4.126, 1.720], [-0.786, 5.226, 0.486], [1.437, 1.017, 1.957], [0.415, -0.178, 2.257], [-0.969, 0.562, 2.358], [-1.678, 0.297, 3.765], [-1.862, 0.446, 1.276], [0.779, -1.170, 1.192], [0.022, -2.446, 1.059], [-1.519, -2.493, 1.320], [-1.873, -2.564, 2.773], [2.202, -1.668, 1.446], [2.534, -2.206, 3.156], [2.709, -2.842, 0.536], [4.305, -2.946, 0.567], [0.854, -0.219, -0.009], [-0.066, -0.565, -1.321], [0.563, -0.878, -2.566], [-1.459, -0.641, -1.342], [-1.940, -1.752, -2.147], [5.345, 0.637, 1.479], [5.526, 2.235, 0.698], [4.135, 2.022, 1.786], [3.864, -0.088, -0.367], [4.550, 1.361, -1.107], [2.818, 2.864, -0.204], [2.473, 3.435, 1.751], [1.871, 5.190, 1.510], [1.173, 4.130, 2.762], [2.512, 0.832, 2.246], [1.200, 1.814, 2.698], [0.641, -0.387, 3.326], [-0.860, 1.682, 2.418], [-2.783, 0.233, 3.569], [-1.541, 1.165, 4.458], [-1.286, -0.608, 4.279], [0.373, -3.235, 1.783], [0.123, -2.959, 0.064], [-1.825, -3.524, 0.950], [-2.159, -1.809, 0.727], [-1.356, -3.340, 3.203], [-2.871, -2.788, 2.808], [2.984, -0.896, 1.273], [2.347, -3.854, 0.858], [2.406, -2.725, -0.544], [4.722, -2.994, -0.464], [4.580, -3.920, 1.056], [4.744, -2.142, 1.205], [1.836, -0.541, -0.478], [1.189, -1.612, -2.423], [-1.304, -2.670, -2.061], [-2.046, -1.417, -3.213], [-2.962, -2.037, -1.784], [-1.352, 0.264, -4.797], [-2.482, 0.547, -6.147], [-3.658, -0.401, -6.109], [-3.178, -2.083, -6.461], [-1.924, 0.460, -7.078], [-2.835, 1.575, -6.056], [-4.388, -0.115, -6.866], [-4.153, -0.389, -5.140], [4.605, 1.245, 4.816], [3.846, 2.290, 6.046], [2.371, 2.002, 6.199], [1.444, 2.495, 4.755], [4.025, 3.327, 5.765], [4.360, 2.098, 6.988], [1.968, 2.563, 7.043], [2.186, 0.943, 6.374], [-6.416, -0.922, -4.541], [-7.858, -0.976, -5.588], [-7.517, -0.730, -7.040], [-6.994, 0.948, -7.333], [-8.574, -0.245, -5.214], [-8.295, -1.969, -5.474], [-8.398, -0.901, -7.660], [-6.725, -1.396, -7.383]], "charge": 1, "energy_ha": -12269.26470, "gap_ev": 9.0, "lumo_ev": -2.1}

No. 2
{"formula": "C24H45BNO6", "method": "the ωB97M-V functional and the def2-TZVPD basis", "symbols": ["C", "C", "C", "C", "C", "C", "C", "N", "C", "C", "C", "C", "C", "O", "B", "O", "H", "H", "H", "H", "H", "H", "H", "H", "H", "H", "H", "H", "H", "H", "H", "H", "H", "H", "H", "H", "H", "C", "C", "O", "C", "H", "H", "H", "H", "H", "H", "C", "C", "O", "C", "H", "H", "H", "H", "H", "H", "C", "C", "O", "C", "H", "H", "H", "H", "H", "H", "C", "C", "O", "C", "H", "H", "H", "H", "H", "H"], "coordinates": [[-1.346, -0.074, 5.536], [-2.116, -0.936, 6.553], [-3.509, -1.402, 6.103], [-3.514, -2.165, 4.765], [-2.309, -3.059, 4.436], [-2.123, -3.336, 2.928], [-0.984, -2.577, 2.260], [-1.217, -1.149, 2.071], [-0.226, -0.214, 2.123], [-0.768, 1.016, 1.879], [-2.157, 0.819, 1.671], [-2.398, -0.523, 1.792], [-4.463, -0.154, 6.015], [-5.490, -0.361, 6.930], [-4.954, -1.337, 7.942], [-4.077, -2.198, 7.106], [-2.010, 0.429, 4.830], [-0.617, -0.659, 4.971], [-0.771, 0.701, 6.052], [-1.518, -1.800, 6.859], [-2.294, -0.354, 7.461], [-3.640, -1.438, 3.956], [-4.414, -2.787, 4.770], [-2.474, -4.028, 4.917], [-1.387, -2.656, 4.852], [-1.903, -4.397, 2.779], [-3.065, -3.143, 2.407], [-0.731, -3.022, 1.293], [-0.090, -2.666, 2.884], [0.801, -0.480, 2.319], [-0.233, 1.953, 1.858], [-2.903, 1.572, 1.472], [-3.320, -1.074, 1.716], [-4.894, -0.034, 5.009], [-3.899, 0.775, 6.218], [-5.864, -1.967, 8.478], [-4.294, -0.708, 8.817], [3.288, -2.393, -1.800], [2.085, -2.042, -0.951], [1.503, -2.891, -0.313], [1.674, -0.598, -0.962], [3.496, -3.458, -1.725], [3.094, -2.123, -2.840], [4.157, -1.824, -1.465], [1.435, -0.306, -1.985], [2.487, 0.030, -0.601], [0.805, -0.453, -0.323], [-0.514, 0.229, -4.302], [0.847, 0.307, -4.952], [1.869, 0.206, -4.311], [0.869, 0.519, -6.446], [-0.416, 0.079, -3.230], [-1.066, 1.152, -4.486], [-1.085, -0.595, -4.732], [0.363, 1.453, -6.697], [0.346, -0.293, -6.953], [1.894, 0.556, -6.803], [4.726, 3.405, 0.824], [3.271, 3.318, 0.427], [2.797, 2.308, -0.032], [2.435, 4.557, 0.640], [5.217, 2.456, 0.626], [5.221, 4.197, 0.259], [4.810, 3.644, 1.885], [2.847, 5.391, 0.069], [2.439, 4.834, 1.695], [1.413, 4.365, 0.321], [3.760, 0.916, -11.010], [2.575, 1.295, -10.155], [1.977, 0.477, -9.499], [2.178, 2.753, -10.158], [3.947, -0.151, -10.923], [3.565, 1.169, -12.054], [4.645, 1.468, -10.690], [1.927, 3.070, -11.172], [3.008, 3.368, -9.808], [1.319, 2.899, -9.508]], "charge": -1, "energy_ha": -1472.58516, "gap_ev": 5.0, "lumo_ev": 1.5}